Below is a structure of composition C21H42CuIN5O2PS2, with properties calculated with the ωB97M-V functional and the def2-TZVPD basis.

Structure (XYZ):
```
75
C21H42CuIN5O2PS2 the ωB97M-V functional and the def2-TZVPD basis
Cu -2.464 0.528 0.119
C -2.965 1.589 3.037
C -3.694 0.277 2.753
N -3.013 -0.543 1.727
C -3.834 -1.687 1.260
C -3.595 -1.952 -0.219
N -3.796 -0.714 -0.992
C -3.444 -0.826 -2.424
C -2.951 0.486 -3.024
C -1.533 0.883 -2.582
N -1.465 1.331 -1.203
C -1.414 2.775 -1.059
C -1.726 3.137 0.377
N -3.042 2.565 0.735
C -3.408 2.747 2.150
H -1.887 1.430 2.955
H -3.148 1.874 4.075
H -4.700 0.492 2.385
H -3.807 -0.304 3.672
H -2.137 -0.883 2.131
H -4.884 -1.446 1.440
H -3.607 -2.587 1.834
H -4.231 -2.781 -0.549
H -2.555 -2.259 -0.364
H -4.768 -0.435 -0.911
H -4.304 -1.193 -2.991
H -2.659 -1.581 -2.514
H -3.656 1.292 -2.795
H -2.949 0.374 -4.111
H -1.154 1.663 -3.248
H -0.881 0.013 -2.712
H 0.003 -0.268 -0.524
H -2.126 3.266 -1.742
H -0.415 3.136 -1.327
H -1.690 4.221 0.528
H -0.969 2.680 1.021
H -3.737 3.015 0.148
H -4.495 2.832 2.209
H -2.994 3.686 2.533
I -0.550 -3.593 2.115
C 0.570 -1.953 2.796
C 1.814 -2.193 3.359
C 2.549 -1.094 3.775
C 2.026 0.175 3.586
C 0.774 0.291 3.010
N 0.037 -0.758 2.632
H 2.187 -3.200 3.470
H 3.522 -1.231 4.228
H 2.577 1.061 3.870
H 0.340 1.268 2.839
C 4.365 -2.350 0.416
C 4.119 -0.859 0.452
C 5.329 -0.044 0.847
O 3.730 -0.451 -0.897
P 2.372 0.339 -1.122
S 2.049 1.879 -0.019
S 0.952 -1.185 -0.817
O 2.409 0.686 -2.653
C 3.026 -0.025 -3.777
C 2.747 -1.514 -3.754
C 4.500 0.314 -3.840
H 4.672 -2.699 1.403
H 5.161 -2.587 -0.292
H 3.462 -2.887 0.125
H 3.284 -0.632 1.118
H 6.153 -0.229 0.157
H 5.653 -0.321 1.851
H 5.091 1.019 0.835
H 2.514 0.422 -4.629
H 3.237 -1.997 -2.908
H 3.145 -1.953 -4.669
H 1.678 -1.719 -3.712
H 5.041 -0.144 -3.013
H 4.645 1.392 -3.805
H 4.914 -0.060 -4.777
```

Output
- spin multiplicity = 2
- E_LUMO (spin up / spin down) (eV) = -2.0 / -3.1
- HOMO level (spin up / spin down) (eV) = -10.817 / -10.717
- energy relative to the best compared isomer or geometry (same formula, charge and spin) (eV) = 0.4073
- net charge = +1